C74H63N10OPS3Ti as an isolated structure at a distorted geometry. Source: OMol25; level of theory: ωB97M-V/def2-TZVPD.

The calculation puts the gap between HOMO and LUMO at 4.8 eV. Its relative energy (zero: lowest compared OMol25 entry of this formula, charge and spin) is 8.8 kcal per mole. As for the LUMO energy: -11.6358 eV. Its charge is +4.

CARTESIAN COORDINATES (ANGSTROEM)
C1 2.9233 3.3610 7.0962
C2 -3.8887 -1.0318 0.3211
C3 1.8668 -1.9423 1.3753
C4 -5.8707 -4.9839 1.7263
H1 3.8662 -3.3086 -2.2893
H2 3.1423 3.3045 1.0784
H3 4.1200 -1.6691 -7.2647
S1 -3.0569 0.2315 -3.5985
C5 -3.0242 3.2604 0.0079
C6 2.2604 5.5972 2.5378
H4 3.0896 6.1652 2.9381
H5 -6.4946 -3.4700 4.6915
S2 1.4083 -1.5844 -6.4013
C7 0.6237 3.6636 5.5672
C8 4.3429 0.3223 -3.4763
Ti1 -0.0221 0.2183 0.0900
H6 -3.0714 -2.5253 -2.7471
N1 -1.3534 -1.2359 1.1002
H7 0.9432 0.3101 6.3068
H8 -0.2653 3.2037 -2.0128
C9 -4.6910 -4.3389 1.3879
H9 -0.5121 5.9537 0.6405
C10 7.4930 -4.2447 -0.4075
C11 -2.9179 -2.6585 1.8937
H10 4.4738 1.3445 -3.8095
C12 6.1111 -2.2937 -0.1616
C13 0.4343 4.9840 -2.9538
H11 2.1933 5.0234 8.2359
H12 3.0088 1.5321 0.9819
C14 2.4300 -0.3363 -7.1701
C15 1.3389 -0.3032 5.5017
C16 0.2458 5.4794 1.2505
C17 0.8042 0.6047 -3.0376
H13 4.2709 -5.1360 0.1095
H14 -0.2693 3.7937 4.9662
H15 1.3321 7.2951 1.5950
H16 8.2208 -2.2298 -0.5157
H17 -0.6253 3.5528 1.0345
N2 -1.7745 0.1176 -1.4173
C18 -4.4878 -1.7137 -0.7354
C19 2.6448 5.7450 -2.3110
H18 -1.2318 2.1016 3.8643
C20 -2.9342 1.6623 -2.6872
H19 -7.2686 0.1684 -1.1656
C21 1.0263 2.0664 2.7742
C22 1.8604 2.6231 -0.4577
H20 0.6676 1.6351 -2.7412
C23 1.9491 0.9133 -7.5304
C24 2.1671 4.2455 2.8040
H21 -1.7020 -2.5642 -1.6288
C25 -2.2596 1.4112 -1.5390
C26 2.8358 1.7992 -8.1302
C27 1.0972 -1.9856 -3.7506
C28 7.3554 -2.8629 -0.3757
C29 1.7283 3.7243 -1.3516
H22 2.3916 -0.4997 5.6923
C30 1.2809 6.2299 1.7752
H23 1.2231 -3.0337 -3.9892
C31 -2.7122 -1.6174 1.0233
C32 0.8246 -1.6066 -2.4552
C33 3.6799 -2.4906 0.2676
C34 -4.1595 -3.3740 2.2383
C35 2.6908 2.5127 6.0246
H24 5.4503 -0.5145 -5.1077
H25 2.8493 -4.5425 2.4440
C36 0.8451 -0.0987 3.0444
H26 -6.1368 -1.8234 -2.0982
H27 -4.3968 -2.3136 4.0966
H28 8.4653 -4.6879 -0.5732
C37 5.1371 -4.4944 -0.0085
H29 2.5060 2.7882 -8.4265
P1 0.7974 -1.8941 2.8183
N3 -1.7174 1.5278 0.7906
H30 6.4892 -6.1356 -0.2590
C38 -0.8190 -2.0320 2.0419
H31 0.7549 -2.3570 -1.6800
H32 3.4214 1.7509 5.7785
H33 1.3877 6.7515 -3.7236
N4 0.7313 0.8604 2.1144
H34 -4.1713 -4.6040 0.4751
H35 -6.3077 1.3007 0.8127
C39 1.2897 1.7778 4.0987
C40 1.4824 5.9040 -3.0569
H36 -0.6840 -4.5865 3.2225
S3 -3.1360 3.4190 1.7019
C41 -6.5214 -4.6668 2.9106
H37 1.1726 1.1250 -5.0591
C42 -5.6839 -1.2742 -1.2831
C43 0.8551 4.5047 6.6429
H38 -3.5862 3.8987 -0.6547
C44 -1.4957 -3.9337 3.5343
C45 3.4843 -1.2386 -1.8371
H39 6.0019 -1.2159 -0.1397
C46 4.9963 -3.1082 0.0271
C47 1.1057 3.4738 2.3020
H40 -0.4665 5.1308 -3.5339
H41 -3.4308 2.5696 -2.9906
H42 3.9722 2.4506 -0.1983
N5 1.8078 -1.2128 0.2489
H43 4.4467 -3.7793 2.4102
C48 3.3814 -3.5954 2.5069
H44 -4.2200 0.4767 1.8021
C49 3.6480 0.0551 -2.3054
C50 4.8832 -0.7195 -4.2106
H45 3.4482 6.4636 -2.3944
C51 3.9969 -2.2839 -2.6138
N6 4.1008 1.4973 -8.3983
C52 2.9610 -1.5882 -0.4867
H46 -7.4433 -5.1684 3.1708
C53 -4.5785 0.0379 0.8851
H47 2.9318 3.7776 3.4101
H48 -1.5935 0.4750 3.2438
H49 -1.4527 -2.4090 -3.3840
C54 -1.9434 1.5026 3.2965
C55 -2.0805 -2.1193 -2.5472
C56 6.3838 -5.0599 -0.2272
C57 -2.1876 -0.6372 -2.4182
H50 3.1864 -3.1273 3.4676
C58 0.1720 4.1119 1.4940
C59 2.7710 4.6657 -1.4603
C60 -6.3229 -0.1608 -0.7567
H51 0.7962 -1.2426 5.4604
H52 -2.8894 1.5223 3.8388
C61 1.0775 0.3137 -4.3526
H53 -4.0379 -2.6272 -1.0982
H54 -1.2635 -3.4854 4.4980
H55 5.0893 -2.8529 -4.3569
H56 3.6784 4.5578 -0.8831
C62 4.6872 -2.0276 -3.7843
C63 1.5397 2.6610 5.2525
H57 -6.2805 -5.7390 1.0698
H58 0.1362 5.2733 6.8910
C64 3.7345 -0.6829 -7.4840
C65 -2.2728 2.1770 -0.3017
O1 0.9400 1.7163 -0.4129
C66 -2.1447 2.0512 1.9253
N7 2.9704 -2.7028 1.4170
N8 0.6620 -0.3309 -2.0856
C67 0.5529 3.9064 -2.1110
H59 0.9104 1.1844 -7.3971
H60 3.8193 3.2453 7.6904
H61 3.2307 0.8602 -1.7428
C68 1.2199 -1.0202 -4.7502
C69 4.5280 0.2742 -8.1065
C70 -5.7763 0.4815 0.3451
C71 -4.8103 -3.0646 3.4323
C72 3.0670 2.4521 0.4060
H62 -2.4081 -4.5151 3.6256
N9 -1.7236 -2.8934 2.5246
N10 1.1715 0.4217 4.2377
C73 2.0072 4.3572 7.4048
H63 5.5535 0.0468 -8.3734
C74 -5.9899 -3.7103 3.7659

Atomic forces in eV per Å
0.000 -0.014 0.009
0.038 -0.002 -0.077
0.181 0.093 0.038
-0.009 -0.005 0.004
0.010 0.020 -0.036
0.080 -0.067 -0.171
0.015 0.002 0.010
0.022 -0.041 0.026
0.010 0.009 0.015
0.007 0.012 0.011
-0.001 0.005 0.011
-0.008 0.007 0.001
0.122 0.016 0.155
-0.024 -0.037 0.004
0.030 0.022 -0.005
-0.453 -0.844 -0.921
0.116 0.039 -0.055
-0.062 -0.142 0.032
-0.004 0.007 -0.011
-0.006 0.091 0.035
0.060 -0.051 0.018
-0.018 0.011 -0.017
-0.006 0.005 -0.003
-0.008 0.058 0.037
-0.004 0.000 0.012
-0.017 0.006 0.053
-0.014 0.040 -0.005
-0.010 -0.015 0.024
0.003 0.009 -0.050
-0.101 -0.035 0.066
0.000 -0.034 0.062
0.061 0.040 -0.069
-0.222 0.131 -0.114
-0.005 -0.006 0.018
0.007 0.022 -0.002
0.010 0.007 -0.004
0.005 0.004 0.002
0.128 0.080 -0.018
0.021 0.371 0.279
-0.061 -0.033 0.085
0.013 -0.008 0.016
-0.054 -0.032 -0.004
0.065 0.017 -0.011
0.002 0.008 -0.011
0.000 -0.052 0.039
0.186 -0.083 0.140
0.044 -0.204 -0.060
-0.031 0.017 -0.046
-0.116 0.059 0.113
0.015 -0.006 -0.006
-0.031 0.017 -0.071
-0.018 -0.024 -0.020
-0.173 -0.010 -0.086
0.013 -0.014 -0.009
-0.057 0.033 -0.014
0.000 0.000 -0.013
-0.018 -0.011 -0.030
0.025 -0.013 0.044
0.043 -0.003 0.033
-0.103 -0.020 -0.124
-0.015 0.025 -0.013
-0.050 0.017 0.015
0.016 0.012 -0.020
0.002 0.000 -0.007
0.006 0.000 -0.012
0.096 0.024 0.012
-0.016 -0.013 -0.002
-0.011 0.011 0.002
0.009 0.003 -0.004
-0.006 0.002 -0.052
-0.011 0.009 0.009
-0.060 -0.002 -0.053
0.364 0.022 -0.155
0.004 -0.007 0.000
-0.048 -0.001 -0.053
-0.053 -0.005 -0.012
0.009 -0.002 -0.006
-0.010 0.004 -0.003
-0.004 -0.070 0.115
-0.018 0.020 -0.019
0.005 -0.007 0.001
-0.063 0.015 0.017
0.011 -0.020 0.015
-0.002 0.007 -0.008
-0.100 -0.121 0.006
0.003 0.013 0.006
0.034 0.012 -0.032
0.021 -0.016 -0.004
-0.001 -0.008 0.019
-0.017 -0.007 -0.010
0.021 -0.044 0.055
0.068 0.048 0.068
-0.001 0.005 -0.007
0.051 -0.034 0.054
-0.132 0.094 0.047
0.001 -0.002 -0.007
-0.011 0.014 0.005
0.041 -0.112 -0.163
-0.070 -0.053 0.041
-0.004 0.013 -0.006
0.035 -0.022 0.067
0.115 0.140 0.121
0.184 -0.166 -0.023
-0.018 0.003 0.009
-0.004 0.008 -0.013
0.024 -0.047 -0.035
0.025 0.022 -0.023
0.054 0.123 0.050
-0.002 -0.013 0.002
0.050 0.039 -0.038
-0.008 0.005 0.012
-0.058 0.010 -0.005
0.096 0.013 -0.031
-0.041 0.038 0.049
0.152 -0.006 -0.136
-0.013 -0.004 0.007
0.018 -0.021 -0.047
-0.005 0.002 -0.012
0.024 -0.110 -0.020
0.004 0.040 0.003
-0.003 0.007 0.004
-0.009 0.017 -0.005
-0.007 0.001 -0.024
0.028 0.049 0.123
-0.129 0.043 0.128
-0.012 0.008 -0.005
0.001 -0.007 -0.004
0.003 -0.018 0.009
-0.002 -0.042 0.007
0.036 0.029 0.015
-0.001 -0.004 -0.007
0.005 0.019 -0.007
0.000 0.040 0.009
-0.074 0.086 0.032
0.196 0.680 -0.054
-0.157 -0.179 0.119
-0.038 -0.014 0.036
-0.099 -0.249 0.752
-0.070 0.032 0.053
-0.014 -0.002 0.029
0.012 0.007 -0.004
-0.096 0.476 0.303
-0.057 -0.055 -0.197
0.004 0.009 0.029
-0.013 0.024 -0.004
-0.008 0.008 -0.032
0.049 -0.259 -0.330
0.002 0.004 -0.012
0.067 -0.024 -0.029
0.007 -0.023 -0.002
-0.008 0.017 -0.028
0.002 -0.014 -0.012
0.000 -0.013 0.004